(1)
{"formula": "C14H34AlCl3N2O16PS4", "method": "ωB97M-V/def2-TZVPD", "elements": ["O", "P", "O", "O", "S", "O", "O", "N", "S", "O", "O", "S", "H", "H", "H", "O", "H", "H", "Al", "O", "S", "O", "O", "C", "C", "C", "H", "H", "H", "H", "H", "H", "H", "H", "C", "C", "C", "O", "C", "H", "H", "H", "H", "H", "H", "H", "H", "Cl", "Cl", "O", "H", "H", "Cl", "C", "C", "C", "C", "N", "H", "H", "H", "H", "H", "H", "H", "C", "C", "O", "C", "O", "O", "H", "H", "H", "H"], "coordinates": [[-0.846373, -5.645220, 5.710544], [-0.563380, -4.994575, 4.389925], [-0.173705, -6.080810, 3.212208], [0.685274, -3.851048, 4.653720], [-2.305428, -3.804872, 3.887376], [-1.909419, -2.873888, 2.738892], [-2.556775, -2.985146, 5.071042], [-3.570859, -4.703616, 3.334248], [-4.771019, -4.935958, 4.507926], [-5.834480, -5.712631, 3.831970], [-5.377530, -3.680895, 4.995745], [-4.119945, -6.183007, 6.067196], [0.109880, -6.868780, 3.719501], [0.799242, -3.823648, 5.624178], [-3.402080, -5.313072, 6.852005], [3.538426, -5.049381, 3.836812], [3.734257, -4.640142, 2.987544], [2.614911, -4.822387, 3.998130], [-1.771737, -3.130771, 0.781125], [-1.663937, -1.793844, -2.776707], [-0.889379, -1.683220, -3.979713], [0.509575, -1.395381, -3.960215], [-1.645739, -0.582165, -5.006377], [-1.916496, 0.756090, -4.497170], [-0.670043, 1.621934, -4.475986], [-1.186183, -3.214003, -4.861894], [-2.374760, 0.695929, -3.507795], [-2.651291, 1.204162, -5.168392], [0.051191, 1.254908, -3.749762], [-0.921437, 2.646443, -4.210753], [-0.170995, 1.620899, -5.458232], [-2.252274, -3.395928, -4.882257], [-0.618493, -4.093561, -4.258436], [-0.795374, -3.156930, -5.850619], [4.429611, -1.344556, 7.535957], [3.317211, -0.983349, 8.501003], [2.307970, -2.088105, 8.245205], [3.054546, -3.251909, 7.853981], [4.410328, -2.861078, 7.587338], [5.398205, -0.922380, 7.803921], [4.173739, -1.001601, 6.529390], [3.683885, -1.043563, 9.529788], [2.905642, 0.013754, 8.344002], [1.634578, -1.829670, 7.419970], [1.706035, -2.317359, 9.126235], [5.034288, -3.238562, 8.404746], [4.745866, -3.315648, 6.654004], [-1.415901, -5.356431, -3.659106], [-0.527585, -1.164993, -6.445853], [-3.897055, 2.246025, -2.284659], [-4.576195, 1.614771, -2.023516], [-3.732791, 2.759148, -1.486180], [1.893572, 2.126252, -5.319012], [2.764423, 5.556231, -3.704634], [2.425083, 6.182094, -2.359880], [1.984604, 5.146954, -1.318770], [0.750802, 4.433298, -1.776998], [-0.207314, 3.892599, -2.130575], [1.898714, 5.064280, -4.141623], [3.092926, 6.322769, -4.408884], [3.564660, 4.818788, -3.606422], [1.630883, 6.922136, -2.497262], [3.302180, 6.719021, -1.985882], [1.767063, 5.639927, -0.368939], [2.776099, 4.414903, -1.147626], [-2.511922, 5.211961, -6.145680], [-2.179580, 5.895026, -7.445480], [-0.840550, 6.331040, -7.240277], [-0.294796, 5.528438, -6.279067], [0.853107, 5.513484, -5.989991], [-1.244615, 4.748023, -5.698783], [-3.205479, 4.381566, -6.273725], [-2.918490, 5.902364, -5.401370], [-2.202011, 5.208986, -8.296458], [-2.835364, 6.739874, -7.654692]], "atomic_forces_ev_per_a": [[0.175, 0.719, -1.969], [2.107, -1.001, 2.938], [-0.290, 2.023, 1.403], [-1.926, -1.881, -1.270], [-3.352, 2.233, -0.512], [0.348, -1.541, -0.226], [0.995, -1.715, -1.016], [2.040, 0.911, 2.043], [-4.620, 1.451, -1.392], [2.788, 0.066, 0.906], [2.364, -1.594, -0.116], [0.257, 0.302, 0.116], [-0.124, 0.113, -0.313], [-0.105, -0.088, -0.250], [-0.403, -0.155, -0.771], [-0.079, 0.012, -0.062], [0.036, -0.044, 0.022], [0.038, 0.110, 0.061], [-0.146, 0.076, 0.293], [0.027, 1.258, -0.022], [1.001, -4.427, 1.077], [-0.586, 0.554, 0.822], [-1.123, -0.280, 0.563], [0.409, 2.120, -0.604], [-0.625, -0.586, 0.280], [0.519, 2.073, -0.155], [0.177, -0.688, -0.007], [-0.089, -0.469, -0.106], [-0.052, 0.023, -0.043], [-0.068, -0.070, -0.052], [-0.261, -0.012, 0.196], [0.015, 0.014, 0.298], [-0.632, 1.460, -0.350], [0.094, -0.592, -0.051], [0.036, 0.113, -0.307], [0.008, 0.105, 0.300], [-0.158, -0.201, -0.171], [0.029, 0.394, -0.004], [0.101, -0.295, 0.097], [-0.022, -0.041, -0.003], [0.047, -0.011, 0.028], [-0.045, 0.018, -0.023], [-0.018, -0.048, -0.005], [-0.047, 0.119, 0.070], [0.013, -0.108, -0.060], [0.068, 0.027, -0.043], [-0.110, -0.085, 0.039], [-0.437, -3.269, 1.665], [0.578, 2.619, -2.943], [-0.179, -0.069, 0.070], [0.022, -0.001, -0.042], [0.179, 0.025, -0.092], [1.109, 0.230, -0.359], [0.039, -0.016, 0.098], [0.184, 0.080, -0.273], [-0.629, -0.093, -0.394], [0.007, -0.149, 0.110], [0.694, 0.590, 0.450], [0.181, -0.127, 0.022], [-0.025, -0.042, 0.006], [-0.064, -0.015, -0.017], [0.002, -0.028, 0.111], [-0.101, -0.034, 0.211], [-0.084, -0.140, 0.013], [-0.108, -0.068, -0.067], [-0.418, -0.178, 0.247], [-0.274, 0.154, -0.423], [-0.116, -0.144, 0.190], [0.577, -0.243, 0.213], [-0.344, 0.294, -0.277], [0.017, 0.278, -0.287], [0.159, -0.074, 0.103], [0.020, 0.003, -0.038], [0.013, -0.018, 0.057], [0.188, 0.071, -0.003]], "lumo_ev": -1.04, "total_charge": -1, "largest_force_ev_per_a": 5.04, "energy_ha": -5424.10543}

***

(2)
{"formula": "C6H9N", "method": "ωB97M-V/def2-TZVPD", "elements": ["C", "C", "N", "C", "C", "C", "C", "H", "H", "H", "H", "H", "H", "H", "H", "H"], "coordinates": [[-0.911646, -1.242555, -1.377121], [-0.963467, -0.048797, -0.441591], [-1.701826, -1.529131, -0.279714], [-0.741956, -0.363479, 1.217632], [0.227870, 0.314562, 0.389612], [1.684421, 0.232081, 0.154368], [1.015642, 1.567626, 0.430139], [0.043298, -1.763279, -1.560273], [-1.394433, -0.934866, -2.312270], [-1.669214, 0.747750, -0.672808], [-0.549572, -1.346541, 1.619860], [-1.471697, 0.229214, 1.762286], [2.026150, 0.038007, -0.858775], [2.305807, -0.194098, 0.936876], [1.186639, 2.036043, 1.395448], [0.913984, 2.257463, -0.403668]], "atomic_forces_ev_per_a": [[0.085, 0.085, 0.073], [0.008, 0.214, -0.350], [-0.085, -0.151, -0.081], [0.087, 0.027, 0.255], [-0.061, -0.156, 0.146], [0.120, -0.167, -0.043], [-0.073, 0.195, -0.005], [-0.063, 0.164, 0.135], [-0.124, -0.023, 0.005], [0.178, -0.195, 0.063], [0.016, 0.159, -0.082], [0.092, -0.064, -0.145], [-0.062, 0.049, 0.152], [-0.099, 0.051, -0.099], [-0.027, -0.079, -0.148], [0.010, -0.107, 0.124]], "lumo_ev": 0.93, "largest_force_ev_per_a": 0.41, "energy_ha": -288.55591, "e_above_lowest_ev": 6.153}

***

(3)
{"formula": "C16H30N2OP2SV", "method": "ωB97M-V/def2-TZVPD", "elements": ["V", "P", "P", "N", "H", "C", "H", "H", "H", "C", "H", "H", "H", "C", "H", "H", "H", "C", "H", "H", "H", "C", "H", "H", "H", "C", "H", "H", "H", "C", "C", "C", "C", "C", "C", "H", "H", "H", "H", "H", "C", "O", "C", "H", "H", "H", "C", "H", "H", "H", "S", "C", "N"], "coordinates": [[0.179665, 0.210120, 0.518174], [2.601688, -0.181076, 0.321754], [-2.486902, 0.190130, 0.566283], [0.010125, 0.489642, -1.157282], [1.023788, 1.318430, 0.703689], [3.306768, -1.588126, -0.602874], [4.403445, -1.508619, -0.592779], [2.955467, -1.560750, -1.641431], [3.010325, -2.540517, -0.148531], [3.606237, -0.192757, 1.833679], [4.651049, -0.407540, 1.580034], [3.228810, -0.963374, 2.514676], [3.545318, 0.777699, 2.336099], [3.276161, 1.228652, -0.638381], [4.368745, 1.148822, -0.692349], [3.023968, 2.170984, -0.139598], [2.858222, 1.243574, -1.653020], [-3.639125, -0.945636, -0.261377], [-4.644803, -0.499174, -0.249082], [-3.622190, -1.912015, 0.253873], [-3.309429, -1.092015, -1.297267], [-3.194609, 0.269100, 2.244775], [-4.278593, 0.416415, 2.143418], [-2.748229, 1.094902, 2.814240], [-2.991375, -0.678891, 2.758328], [-3.074995, 1.772392, -0.143564], [-4.166240, 1.798627, -0.017590], [-2.830476, 1.811235, -1.212405], [-2.622008, 2.632473, 0.363702], [-0.018555, 1.333635, -2.217769], [0.003739, 1.768897, -4.611568], [-0.021342, 0.861571, -3.561117], [-0.032040, 2.733572, -1.979146], [-0.006269, 3.628404, -3.038719], [0.016723, 3.150357, -4.352401], [0.018771, 1.400419, -5.639923], [-0.050076, -0.221521, -3.710782], [-0.072120, 3.074848, -0.941200], [-0.000958, 4.697953, -2.828614], [0.040500, 3.854235, -5.183353], [-0.746891, -3.316742, 1.447216], [-1.649901, -3.118346, 0.629709], [0.477090, -4.095209, 1.022933], [1.089916, -4.385991, 1.877205], [1.069978, -3.508593, 0.307329], [0.155057, -4.997617, 0.491500], [-0.799425, -2.811624, 2.870025], [-1.811168, -2.970785, 3.263500], [-0.586357, -1.729299, 2.930918], [-0.066420, -3.355055, 3.476911], [-0.230079, 2.070415, 1.925553], [0.224741, 1.038392, 3.190863], [0.554276, 0.395378, 4.125713]], "atomic_forces_ev_per_a": [[-2.289, -2.306, -2.135], [-0.519, 0.170, -0.331], [0.494, 0.136, 0.379], [0.525, -0.866, 1.417], [2.649, 1.903, -0.514], [0.172, -0.128, -0.081], [-0.246, -0.104, -0.060], [0.004, -0.031, 0.245], [0.105, 0.190, -0.109], [0.174, -0.001, 0.145], [-0.132, 0.073, 0.118], [0.098, 0.168, -0.061], [-0.054, -0.174, -0.026], [0.227, -0.038, 0.123], [-0.133, -0.007, -0.075], [-0.027, -0.204, -0.105], [0.013, -0.048, 0.288], [-0.002, -0.183, -0.124], [0.235, -0.233, -0.020], [-0.070, 0.234, -0.208], [-0.128, -0.020, 0.201], [-0.279, -0.030, 0.021], [0.180, -0.032, 0.274], [-0.145, -0.259, -0.176], [-0.133, 0.225, -0.047], [0.011, 0.011, -0.030], [0.233, 0.156, -0.062], [-0.032, 0.022, 0.230], [-0.107, -0.209, -0.126], [-0.124, 0.909, -0.997], [0.009, 0.338, 0.131], [-0.013, 0.172, 0.816], [-0.016, -0.403, -0.262], [-0.023, -0.221, -0.073], [0.018, -0.185, -0.151], [-0.030, 0.180, 0.298], [0.064, 0.394, -0.061], [0.102, -0.074, -0.341], [-0.022, -0.225, -0.166], [-0.002, -0.167, 0.177], [-0.976, 0.284, -1.321], [1.222, -0.197, 1.431], [0.063, -0.257, -0.109], [0.074, 0.081, -0.158], [-0.182, -0.037, 0.241], [0.017, 0.174, 0.066], [-0.159, -0.120, 0.028], [0.230, 0.086, -0.048], [0.018, -0.382, -0.053], [-0.237, 0.306, 0.030], [-0.657, 0.426, 1.759], [0.391, -0.331, 1.633], [-0.589, 0.830, -2.020]], "lumo_ev": [0.22, 0.33], "largest_force_ev_per_a": 3.89, "s_squared": 0.83, "spin_multiplicity": 2, "energy_ha": -2837.24172}